(w)
{
  "formula": "C6H14NO",
  "method": "ωB97M-V/def2-TZVPD",
  "symbols": ["H", "H", "C", "C", "H", "H", "H", "H", "H", "H", "O", "H", "C", "H", "H", "C", "H", "N", "C", "C", "H", "H"],
  "positions_angstrom": [[1.9491, 3.0768, 0.3589], [0.4662, -1.8133, 1.4941], [-0.1745, -1.4120, 0.8115], [-2.6184, -1.1554, 1.8329], [-2.2427, -1.5281, 2.9860], [-1.6281, 0.0452, 0.4964], [0.9778, 2.3243, -1.2537], [-3.3052, -1.8548, 1.3848], [-1.1651, 0.0454, 2.2192], [1.3165, 0.6265, -2.8958], [3.0002, 2.4273, -1.3724], [0.3970, -1.0089, -2.6694], [0.7270, -0.0388, -2.1581], [0.3019, -0.3525, 0.0541], [-0.5968, -1.8754, -0.0439], [-1.3379, -0.6618, 1.2988], [-0.1301, 0.6611, -1.6813], [1.4313, 0.7133, 0.0888], [1.4969, -0.2118, -0.8621], [1.8824, 2.2269, -0.6307], [2.4374, -0.0496, -1.3542], [-3.1850, -0.1845, 1.8960]],
  "lowdin_charge": [0.11, 0.03, -0.14, -0.19, 0.13, 0.09, 0.05, 0.04, 0.13, 0.10, -0.32, 0.07, -0.13, 0.08, 0.05, -0.45, 0.10, -0.04, -0.41, -0.41, 0.06, 0.07],
  "total_charge": -1
}

(x)
{
  "formula": "C6H14NO",
  "method": "ωB97M-V/def2-TZVPD",
  "symbols": ["H", "O", "C", "H", "C", "H", "H", "H", "H", "C", "H", "N", "H", "H", "H", "C", "H", "H", "H", "C", "C", "H"],
  "positions_angstrom": [[1.0884, -0.8882, 0.7078], [-3.0988, -0.1659, 2.7938], [0.6644, 0.1602, 0.3374], [-1.3655, -0.9669, 3.0898], [0.6171, 0.1855, -1.2520], [-0.7806, 1.3984, 0.8613], [2.2560, 1.3862, -1.8705], [0.6542, -1.8236, -2.0171], [-2.6001, -2.0920, 2.1927], [-0.4743, 0.4056, 1.2061], [1.9454, -0.8052, -2.7173], [-1.6268, -0.5652, 1.0114], [1.8615, -1.3658, -1.0041], [1.6151, 0.6330, 0.8291], [-0.4148, 0.1715, -1.5345], [1.2352, 1.5582, -1.8468], [1.0421, 1.8469, -2.8463], [0.8091, 2.2634, -1.2292], [-0.2139, 0.6694, 2.1924], [1.3730, -1.0429, -1.9167], [-2.2191, -0.9925, 2.4332], [-2.3676, 0.0298, 0.5794]],
  "lowdin_charge": [0.12, -0.29, -0.24, 0.05, -0.33, 0.10, 0.04, 0.06, 0.08, -0.33, 0.02, -0.05, 0.05, 0.13, 0.10, -0.06, 0.05, 0.03, 0.09, -0.06, -0.62, 0.07],
  "total_charge": -1,
  "smiles": "CC(C)CCNC[O-]"
}

(y)
{
  "formula": "C6H14NO",
  "method": "ωB97M-V/def2-TZVPD",
  "symbols": ["H", "H", "H", "H", "H", "N", "H", "C", "H", "H", "H", "H", "C", "H", "H", "C", "C", "C", "C", "H", "O", "H"],
  "positions_angstrom": [[-0.0984, 1.5660, -2.3521], [1.4960, -0.1603, -0.5338], [1.7343, -2.1539, 1.6156], [1.6401, -0.3708, 3.4412], [-0.7304, -0.7162, -2.0587], [-0.5133, -0.8828, 0.3871], [-1.9154, 2.2634, -2.1566], [1.1805, -0.1503, 2.5032], [-0.6893, -0.4348, 1.8410], [-2.4588, -0.2240, -1.9588], [1.6551, 0.8728, 2.2890], [-0.4278, 1.2886, -0.0632], [-1.1555, 0.3989, -0.2343], [2.7586, -0.8488, 1.2300], [-1.3398, 1.4286, -3.6280], [-1.1370, 1.4871, -2.4948], [-1.3988, 0.0951, -1.7427], [0.9633, -0.9214, 0.0487], [1.6855, -1.1535, 1.4077], [1.0892, -1.9355, -0.4704], [-0.1491, -0.0250, 2.7463], [-2.1890, 0.5767, 0.1835]],
  "lowdin_charge": [0.02, 0.08, 0.05, 0.07, 0.08, -0.20, 0.08, -0.38, 0.07, 0.09, 0.10, 0.11, -0.31, 0.09, 0.06, -0.15, -0.28, -0.33, -0.20, 0.08, -0.22, 0.09],
  "total_charge": -1
}

Which one sits at the bottom of the stability order? (w) does.

(w)
{
  "formula": "C3H3Cl",
  "method": "ωB97M-V/def2-TZVPD",
  "symbols": ["C", "H", "H", "C", "H", "C", "Cl"],
  "positions_angstrom": [[1.5975, -0.7122, 0.0398], [-0.9977, 1.2714, -0.7889], [-0.6662, 1.0512, 0.9336], [-0.7359, 0.4422, -0.0003], [2.5947, -1.2029, -0.1085], [0.5130, -0.2271, -0.0725], [-2.3054, -0.6226, -0.0032]],
  "lowdin_charge": [0.11, 0.11, 0.09, -0.55, 0.06, -0.25, 0.43],
  "total_charge": 0,
  "smiles": "C#CCCl"
}

(x)
{
  "formula": "C3H3Cl",
  "method": "ωB97M-V/def2-TZVPD",
  "symbols": ["C", "H", "C", "H", "H", "C", "Cl"],
  "positions_angstrom": [[-0.8141, 0.3650, -0.6091], [0.2632, 0.6803, 1.2909], [0.3200, 0.3866, 0.2940], [1.1069, 0.7155, -0.3075], [0.4607, -1.3813, -0.8475], [0.9113, -0.8823, 0.0007], [-2.2480, 0.1162, 0.1785]],
  "lowdin_charge": [-0.57, 0.09, -0.47, 0.11, 0.01, 0.18, 0.65],
  "total_charge": 0
}

(y)
{
  "formula": "C3H3Cl",
  "method": "ωB97M-V/def2-TZVPD",
  "symbols": ["H", "H", "C", "C", "C", "H", "Cl"],
  "positions_angstrom": [[-0.4229, 0.1541, 2.7949], [1.1665, -0.2205, -1.4223], [-0.1627, 0.3003, 1.7896], [-0.0353, 0.4507, 0.6078], [0.1405, 0.2188, -1.1050], [-0.7964, -0.1626, -1.5110], [0.2574, 1.8600, -1.8297]],
  "lowdin_charge": [0.01, 0.08, 0.05, -0.13, -0.52, 0.04, 0.47],
  "total_charge": 0,
  "smiles": "C#CCCl"
}

Which one sits at the bottom of the stability order? (x) does.

(w)
{
  "formula": "C4H14NO3",
  "method": "ωB97M-V/def2-TZVPD",
  "symbols": ["H", "N", "H", "H", "H", "H", "O", "H", "H", "H", "H", "O", "C", "H", "C", "H", "H", "C", "O", "C", "H", "H"],
  "positions_angstrom": [[-2.5463, 0.4682, 0.6049], [0.4546, -0.6400, -0.4280], [-1.3431, -3.5145, -0.2312], [-0.5651, 2.0333, -0.4701], [-1.5397, 2.4894, 1.6637], [1.3648, -0.6279, -0.3044], [-2.1554, -1.5256, 0.1491], [-0.9896, -3.4493, -1.5906], [-0.1103, -0.0127, 1.6353], [3.1162, -0.9481, -2.1176], [3.5663, 0.4081, -1.5675], [2.6955, -0.2387, -1.6101], [0.0039, 1.6519, 0.2803], [0.1108, 3.3280, 1.6040], [-0.3656, 0.1459, 0.4774], [0.1270, -1.7465, -0.4556], [-0.2738, 1.7194, 2.5653], [-1.8276, -0.3663, 0.2999], [-0.6617, -3.1173, -0.7979], [-0.4778, 2.3443, 1.6137], [1.0715, 1.8362, 0.0644], [0.3453, -0.2378, -1.3850]],
  "lowdin_charge": [0.15, 0.16, 0.09, 0.08, 0.06, 0.04, 0.07, 0.05, 0.19, 0.06, 0.17, -0.11, -0.17, 0.11, -0.27, 0.17, 0.10, -0.14, -0.02, -0.08, 0.13, 0.18],
  "total_charge": 1
}

(x)
{
  "formula": "C4H14NO3",
  "method": "ωB97M-V/def2-TZVPD",
  "symbols": ["O", "H", "H", "H", "H", "H", "O", "H", "H", "C", "H", "H", "C", "H", "H", "C", "C", "H", "N", "H", "H", "O"],
  "positions_angstrom": [[-0.6599, 2.9534, -0.6397], [1.0550, -3.0421, 1.9244], [1.6186, -1.2853, -0.1753], [0.1555, -1.6325, 2.5761], [1.8781, -1.7773, 2.4036], [0.1240, -2.0232, -0.0274], [-1.3932, -0.9955, -2.6666], [-1.0251, -1.7535, -3.1379], [-1.0677, 1.2993, -0.7731], [0.9183, -1.9525, 1.8826], [-0.6667, 0.0230, 1.3305], [-0.8825, 3.4815, -1.4262], [0.7569, -1.2792, 0.5591], [-1.5986, -0.4046, -3.4025], [-1.3337, -0.3902, -0.7617], [1.0383, 1.2174, 1.2262], [0.1365, 0.1174, 0.5945], [1.9825, 0.8723, 1.6025], [-0.6029, 0.3921, -0.7205], [-0.0083, 0.2688, -1.5381], [-1.0186, 3.5727, 0.0261], [0.5936, 2.3379, 1.1435]],
  "lowdin_charge": [-0.07, 0.09, 0.14, 0.08, 0.09, 0.13, -0.05, 0.08, 0.10, -0.10, 0.15, 0.09, -0.24, 0.08, 0.17, -0.12, -0.24, 0.13, 0.18, 0.15, 0.10, 0.07],
  "total_charge": 1
}

Which one sits at the bottom of the stability order? (w) does.